264
Properties=species:S:1:pos:R:3 method="wB97M-V/def2-TZVPD" lumo_ha=0.006 e_homo_ev=-8.9 total_energy_ev=-144219.7173 fmax_ev_per_a=4.3 homo_lumo_gap_ha=0.3342
O 13.240 22.404 16.820
O 21.191 20.159 22.808
O 17.851 21.385 11.801
O 19.307 14.701 15.864
O 18.250 23.167 17.583
O 13.372 19.353 14.239
O 15.185 26.875 17.292
O 20.966 19.298 16.429
O 17.114 16.093 19.070
O 22.373 28.908 15.835
O 20.503 25.252 23.332
O 17.247 20.170 22.100
O 17.644 18.153 11.296
O 25.385 23.982 14.629
O 25.770 19.310 14.650
O 19.569 26.576 12.805
O 22.033 26.286 17.751
O 22.981 25.514 21.131
O 25.911 22.919 18.533
O 29.510 19.240 18.706
O 18.635 11.542 12.307
O 21.506 21.663 13.553
O 14.165 15.733 13.805
O 25.034 18.860 19.867
N 17.876 18.972 20.254
N 17.278 24.882 18.659
N 15.819 17.145 13.135
N 22.186 18.609 21.513
N 28.332 21.011 17.963
N 19.587 18.027 10.169
N 20.384 16.699 15.957
N 20.318 22.967 23.237
N 19.375 20.866 16.266
N 12.229 17.506 14.706
N 16.030 14.652 17.724
N 19.327 12.739 14.026
C 14.978 25.123 15.629
C 18.563 25.349 16.623
C 18.917 22.985 22.834
C 20.274 15.356 17.974
C 21.250 29.458 17.888
C 27.047 22.525 13.900
C 16.942 13.589 17.987
C 12.930 26.305 16.478
C 16.719 21.228 11.422
C 23.801 29.847 17.432
C 20.700 22.410 12.969
C 19.958 17.062 14.650
C 23.590 18.817 13.936
C 17.669 16.877 9.279
C 23.484 18.090 18.216
C 22.579 24.752 16.032
C 28.736 20.122 18.921
C 24.890 18.268 18.829
C 15.691 20.396 12.186
C 11.001 19.602 14.848
C 16.237 21.703 10.099
C 21.837 27.343 13.003
C 24.594 19.468 14.819
C 14.482 26.184 16.554
C 25.996 17.801 17.933
C 21.853 25.601 20.709
C 14.544 15.960 11.454
C 16.135 17.553 14.510
C 24.395 25.883 17.470
C 20.932 17.973 21.159
C 24.891 23.018 12.482
C 17.388 17.900 22.329
C 17.769 20.029 19.262
C 15.037 16.792 18.045
C 20.301 11.759 14.478
C 15.053 21.051 16.293
C 18.007 24.374 17.667
C 22.425 29.341 16.973
C 25.373 23.136 19.600
C 16.616 24.231 19.731
C 14.809 16.248 12.920
C 17.767 13.830 12.663
C 20.533 20.402 16.756
C 23.992 22.615 19.877
C 20.928 24.128 23.564
C 21.306 21.334 17.712
C 22.206 23.993 24.374
C 18.662 20.194 15.248
C 18.278 17.724 10.339
C 11.184 16.693 15.251
C 16.130 15.821 18.319
C 14.010 21.503 17.205
C 20.301 27.525 13.016
C 26.129 23.864 20.744
C 21.129 26.983 20.878
C 12.340 18.818 14.604
C 13.682 20.815 18.528
C 28.204 20.418 20.286
C 19.707 23.275 13.779
C 22.881 25.715 17.119
C 21.078 24.417 20.164
C 25.743 23.259 13.762
C 19.835 28.925 13.300
C 22.202 19.707 22.331
C 17.492 19.157 21.538
C 24.081 20.511 15.819
C 19.977 15.533 16.502
C 23.631 20.263 22.589
C 28.825 20.988 16.630
C 20.766 22.670 11.530
C 18.602 12.575 12.930
C 20.366 18.800 11.165
H 25.625 22.608 11.759
H 15.471 22.445 10.154
H 17.854 17.992 19.916
H 20.194 29.559 12.496
H 23.034 20.424 16.084
H 16.350 17.842 22.580
H 20.707 22.199 18.085
H 17.795 16.976 21.876
H 14.613 20.876 15.332
H 14.630 25.336 14.623
H 16.674 16.614 9.487
H 15.660 20.847 9.645
H 24.920 26.574 16.864
H 12.842 21.232 19.081
H 20.707 14.408 18.152
H 12.527 26.641 15.489
H 18.758 29.009 13.374
H 21.340 18.933 10.681
H 21.164 27.249 21.980
H 20.912 17.378 16.526
H 16.271 17.522 12.337
H 18.748 22.734 21.816
H 16.270 16.734 15.190
H 20.316 29.227 14.211
H 14.246 16.332 17.437
H 20.065 27.066 20.555
H 26.398 23.121 21.506
H 23.620 22.124 18.993
H 13.484 19.769 18.277
H 10.186 19.036 15.340
H 17.760 13.533 17.266
H 16.785 24.856 20.579
H 20.482 18.184 12.045
H 19.980 11.172 15.340
H 17.791 20.815 14.977
H 14.551 16.908 10.912
H 26.952 21.433 13.729
H 24.068 21.880 20.680
H 15.561 20.857 13.147
H 15.384 15.245 11.095
H 21.955 26.324 12.598
H 14.664 20.772 19.024
H 20.315 29.581 17.353
H 19.983 19.734 11.532
H 23.196 25.124 15.185
H 24.694 20.497 16.703
H 17.348 13.737 18.959
H 20.465 18.483 20.347
H 15.392 18.253 14.957
H 19.309 15.382 18.524
H 20.058 18.091 14.570
H 27.468 22.747 14.849
H 17.577 17.503 8.416
H 24.204 20.128 21.656
H 20.014 17.701 9.325
H 18.213 19.292 15.650
H 18.402 22.264 23.454
H 27.990 21.186 16.003
H 24.373 23.992 12.151
H 20.003 23.258 14.831
H 24.100 19.704 23.338
H 15.540 20.139 16.617
H 21.159 16.943 20.800
H 21.375 30.318 18.583
H 19.126 19.936 14.277
H 14.448 24.227 16.010
H 25.849 16.797 17.466
H 13.552 15.461 11.421
H 27.079 24.172 20.279
H 14.630 20.528 11.827
H 22.635 18.398 18.829
H 23.343 23.444 20.190
H 24.822 24.913 17.113
H 23.664 30.493 18.310
H 20.269 17.942 22.065
H 21.168 28.593 18.507
H 24.029 18.087 13.226
H 24.233 28.909 17.726
H 17.983 14.709 13.273
H 20.453 11.240 13.613
H 21.259 23.575 11.466
H 23.345 16.979 18.077
H 11.195 20.566 15.334
H 21.767 20.800 18.542
H 19.766 24.272 13.355
H 22.976 24.571 23.786
H 22.235 27.346 14.018
H 20.977 23.624 20.892
H 23.026 18.174 21.053
H 28.012 19.520 20.792
H 27.283 20.996 20.243
H 29.009 20.994 20.712
H 22.248 28.092 12.285
H 10.173 16.590 14.814
H 17.933 19.660 18.269
H 17.866 26.196 16.489
H 18.911 16.793 14.556
H 23.520 18.714 17.273
H 24.460 30.203 16.667
H 29.345 20.036 16.477
H 18.536 23.984 22.945
H 16.041 24.970 15.724
H 17.068 18.152 14.402
H 25.980 18.429 17.031
H 11.580 15.728 15.107
H 16.753 20.393 19.288
H 22.993 19.595 13.439
H 22.167 21.665 17.181
H 18.680 22.961 13.687
H 18.515 20.820 19.415
H 15.818 21.803 16.224
H 16.368 12.631 18.007
H 13.077 17.018 14.531
H 22.132 24.502 25.397
H 17.805 14.172 11.629
H 23.633 21.315 22.868
H 12.621 27.029 17.254
H 19.191 13.567 14.549
H 21.250 12.216 14.609
H 18.754 24.753 15.731
H 21.575 23.974 19.275
H 25.583 24.667 21.219
H 24.578 26.075 18.550
H 14.621 17.122 18.995
H 27.722 22.856 13.062
H 24.108 22.391 12.876
H 15.306 14.654 17.050
H 21.241 21.809 11.007
H 17.293 23.418 19.879
H 20.505 16.654 13.756
H 11.034 16.923 16.273
H 29.620 21.802 16.514
H 21.505 24.787 15.749
H 22.954 23.777 16.151
H 10.619 19.943 13.876
H 20.768 22.065 23.402
H 17.102 22.118 9.597
H 27.571 21.628 18.267
H 17.979 18.032 23.266
H 15.371 17.724 17.435
H 19.067 21.757 16.636
H 12.474 25.351 16.830
H 20.923 16.148 18.328
H 22.496 22.967 24.501
H 15.549 23.974 19.593
H 24.130 21.518 15.384
H 18.276 16.006 9.015
H 16.726 13.649 12.943
H 22.829 18.209 14.537
H 16.863 25.802 18.437
H 19.728 22.767 11.222
H 16.021 19.384 12.290
H 26.920 17.887 18.412
H 20.115 24.768 19.825
H 21.728 27.755 20.383
H 19.463 25.793 17.070